Entry 1:
{"formula": "C21H14BrEuN4O3S2", "method": "ωB97M-V/def2-TZVPD", "e_lumo_ev": [-0.42, -3.37], "multiplicity": 7, "total_charge": 0, "orbital_gap_ev": [5.1, 4.7], "symbols": ["Eu", "Br", "C", "C", "C", "C", "O", "C", "C", "N", "C", "C", "C", "C", "C", "C", "C", "C", "N", "C", "C", "H", "H", "H", "H", "H", "H", "H", "H", "H", "H", "O", "N", "C", "C", "C", "C", "C", "S", "H", "H", "H", "H", "O", "S", "N"], "xyz": [[-0.8261, -1.0085, -0.8011], [-1.3453, -0.9143, 6.9621], [-1.5677, -1.1577, 5.0090], [-1.9109, -2.3892, 4.4563], [-2.0224, -2.5118, 3.1147], [-1.7456, -1.4495, 2.1956], [-1.9472, -1.5568, 0.9282], [-1.3862, -0.1803, 2.7835], [-1.1641, 1.0059, 1.9907], [-0.9771, 1.0700, 0.7049], [-0.7637, 2.3194, 0.0805], [-0.2756, 3.4351, 0.6947], [0.0968, 4.5943, 0.0456], [0.0690, 4.6089, -1.3296], [-0.4383, 3.5075, -2.0463], [-0.4708, 3.4135, -3.4734], [-0.8581, 2.2855, -4.1398], [-1.3338, 1.2408, -3.3322], [-1.3963, 1.2905, -2.0262], [-0.8962, 2.3779, -1.3452], [-1.3996, -0.0487, 4.1945], [-1.8985, -3.2472, 5.1344], [-2.2481, -3.4882, 2.6829], [-1.2511, 1.9025, 2.5843], [-0.1775, 3.4261, 1.7980], [0.4711, 5.4714, 0.5994], [0.4263, 5.4755, -1.8716], [-0.0443, 4.2135, -3.9937], [-0.8640, 2.1623, -5.2413], [-1.6544, 0.3063, -3.8301], [-1.1717, 0.9077, 4.6191], [0.8696, -1.5995, 0.6195], [1.8968, -2.0079, -0.1090], [2.5575, -3.1199, 0.3207], [3.6184, -3.6350, -0.3740], [3.9544, -2.9840, -1.5914], [3.3857, -1.7962, -1.9023], [2.3306, -1.2848, -1.1516], [1.5194, 0.1313, -1.6669], [2.1923, -3.6484, 1.1945], [4.2023, -4.4536, 0.0137], [4.6399, -3.4049, -2.2691], [3.6965, -1.2548, -2.7921], [-2.2210, -1.7882, -2.4981], [-1.4479, -3.0457, -2.8764], [-0.2233, -3.1708, -2.0655]], "forces_ev_per_a": [[0.10, 0.93, -0.18], [-0.23, -0.32, -1.43], [0.02, 1.67, 0.51], [0.94, -0.25, 1.48], [0.15, -0.52, -1.83], [-0.62, 0.56, 1.36], [-0.22, -0.61, 0.49], [-0.36, -0.17, -0.65], [-0.27, -0.65, 1.61], [0.12, 2.32, -2.12], [-1.29, -5.17, -0.64], [1.47, 4.33, 3.63], [0.07, -0.84, 2.16], [0.14, 0.99, -1.52], [-0.57, -1.30, -1.70], [0.50, 0.39, 1.78], [-0.96, -1.46, 0.05], [0.00, -0.10, -2.71], [0.76, 0.53, 2.59], [-0.62, -1.45, -1.84], [0.37, -1.02, 0.17], [-0.49, 0.14, -0.42], [-0.03, 0.28, 0.05], [0.22, 0.49, 0.07], [-0.06, 0.03, -0.81], [-0.25, -0.70, -0.24], [-0.03, -0.03, -0.07], [0.43, 1.26, -0.84], [0.16, 0.27, 0.95], [0.04, 0.52, 0.55], [0.08, 0.36, 0.23], [-0.37, -0.09, 0.06], [0.81, -0.64, 0.99], [0.44, -0.62, -0.12], [-0.20, 0.95, -0.85], [-0.15, -0.36, 1.37], [0.21, -0.06, -0.62], [-0.15, 0.42, -0.55], [0.03, 0.37, -0.02], [-0.28, 0.63, -0.01], [-0.27, -0.27, -0.09], [1.02, -0.48, -0.50], [-0.22, -0.07, 0.20], [-0.83, -0.18, -0.80], [0.47, 0.32, 0.59], [-0.05, -0.45, -0.35]], "mulliken_charge": [1.260, -0.239, -0.105, -0.372, -0.730, 0.581, -0.795, 0.368, -0.033, 0.105, 0.511, -0.482, -0.994, -0.816, 1.078, -0.769, -0.684, -0.070, -0.447, 0.567, -0.763, 0.372, 0.370, 0.376, 0.218, 0.371, 0.407, 0.459, 0.371, 0.344, 0.476, -0.537, 0.313, -0.193, -0.685, -0.296, -0.786, 0.698, -0.392, 0.404, 0.391, 0.433, 0.393, -0.610, 0.305, -0.375]}

***

Entry 2:
{"formula": "C21H14BrFN4O5", "method": "ωB97M-V/def2-TZVPD", "smiles": "O=C(N/N=C/c1cc(Br)cc([N+](=O)[O-])c1O)c1ccc(NC(=O)c2ccc(F)cc2)cc1", "e_lumo_ev": -0.87, "multiplicity": 1, "total_charge": 0, "orbital_gap_ev": 8.1, "symbols": ["O", "C", "N", "N", "C", "C", "C", "C", "C", "C", "C", "O", "H", "N", "O", "O", "H", "Br", "H", "H", "H", "C", "C", "C", "C", "C", "C", "H", "H", "N", "C", "O", "C", "C", "C", "C", "C", "C", "H", "H", "F", "H", "H", "H", "H", "H"], "xyz": [[1.4161, 3.8941, 3.0666], [0.9343, 3.0242, 2.3750], [-0.3342, 2.5654, 2.6818], [-0.8835, 1.4473, 2.2031], [-2.0669, 1.1132, 2.5572], [-2.6831, -0.1259, 2.1377], [-4.0226, -0.3403, 2.4514], [-4.6439, -1.5305, 2.1170], [-3.9305, -2.5436, 1.5089], [-2.5858, -2.3559, 1.2114], [-1.9368, -1.1362, 1.4768], [-0.6778, -0.9506, 1.1140], [-0.3830, -0.0498, 1.3787], [-1.8760, -3.4894, 0.6592], [-2.5459, -4.3944, 0.2180], [-0.6683, -3.4875, 0.7138], [-4.3868, -3.4912, 1.2641], [-6.4787, -1.7810, 2.5328], [-4.5816, 0.4336, 2.9557], [-2.6589, 1.7472, 3.2236], [-0.8155, 3.0804, 3.4235], [1.5984, 2.4484, 1.1891], [0.8978, 2.1047, 0.0347], [1.5675, 1.6733, -1.0903], [2.9573, 1.5423, -1.0802], [3.6610, 1.9177, 0.0668], [2.9912, 2.3749, 1.1800], [3.5332, 2.6796, 2.0619], [4.7391, 1.8538, 0.0729], [3.6696, 1.1094, -2.1923], [3.2820, 0.2851, -3.2230], [3.9561, 0.2021, -4.2245], [2.0469, -0.5107, -2.9835], [1.9039, -1.2368, -1.8037], [0.7468, -1.9489, -1.5599], [-0.2631, -1.9103, -2.5055], [-0.1255, -1.2412, -3.7090], [1.0479, -0.5502, -3.9504], [1.1885, -0.0163, -4.8778], [-0.9251, -1.2623, -4.4323], [-1.4277, -2.5360, -2.2384], [0.6144, -2.5107, -0.6492], [2.6989, -1.2474, -1.0739], [4.6124, 1.4698, -2.2865], [1.0117, 1.4603, -1.9882], [-0.1741, 2.2201, -0.0069]], "forces_ev_per_a": [[0.06, 0.01, 0.03], [-0.05, -0.02, 0.05], [-0.46, 0.81, 0.66], [-0.31, -0.82, -0.16], [0.34, 0.63, 0.17], [-0.10, -0.58, -0.22], [0.15, -0.17, -0.15], [-0.09, -0.03, 0.05], [0.07, 0.09, 0.01], [-0.41, 0.74, 0.37], [-0.25, -0.09, 0.06], [0.26, 0.12, -0.02], [-0.15, 0.00, 0.00], [0.00, -0.19, -0.01], [-0.18, -0.38, -0.28], [0.34, -0.21, 0.09], [0.01, 0.03, 0.01], [0.17, 0.01, -0.04], [-0.03, 0.08, 0.06], [0.06, 0.06, -0.02], [0.23, -0.17, -0.21], [0.28, -0.07, -0.25], [0.15, 0.09, 0.08], [0.07, 0.11, -0.06], [-0.35, 0.26, 0.46], [-0.05, -0.09, -0.19], [-0.30, 0.05, 0.10], [0.06, 0.04, 0.07], [0.12, -0.05, 0.01], [0.63, 0.16, -0.03], [-0.06, -0.09, 0.01], [-0.01, -0.01, -0.19], [-0.04, -0.33, -0.18], [-0.08, 0.02, -0.31], [-0.09, -0.12, -0.01], [0.12, 0.14, 0.01], [-0.14, -0.11, 0.13], [0.24, 0.07, 0.18], [0.01, 0.04, -0.10], [-0.10, -0.01, -0.05], [0.09, -0.01, -0.04], [-0.02, 0.02, -0.04], [0.07, 0.04, 0.10], [-0.16, -0.10, -0.10], [-0.06, 0.00, -0.03], [-0.05, 0.00, -0.04]], "mulliken_charge": [-0.629, -0.120, -0.513, -0.067, -0.013, 0.921, -0.825, -0.305, -0.469, -0.228, 0.240, -0.490, 0.648, 1.121, -0.650, -0.636, 0.560, -0.200, 0.431, 0.345, 0.264, 0.697, -0.371, 0.011, 0.024, -0.535, -1.016, 0.446, 0.413, -0.092, 0.004, -0.635, -0.234, 0.144, -0.395, 0.407, -0.741, -0.302, 0.436, 0.457, -0.305, 0.557, 0.422, 0.243, 0.545, 0.431]}